[1]
Here is a structure of composition C24H30BLaN9O2S5Sb from the Open Molecules 2025 dataset. Energies are from ωB97M-V/def2-TZVPD.

Element x y z (Å)
La  0.32  -0.88  -0.42
Sb  -0.63  -2.40  -3.08
S  -0.97  -3.58  -4.97
S  -0.71  -3.53  -1.02
S  -4.53  1.02  -1.58
S  -1.37  1.72  -1.56
S  1.58  -1.50  -2.86
O  -2.22  2.75  -1.03
O  0.03  1.66  -1.11
N  -1.61  1.96  -7.47
N  2.07  -1.36  2.52
N  -3.53  -1.33  -1.72
N  1.95  1.05  1.82
N  1.83  -2.06  1.38
N  2.19  0.72  0.51
N  -0.16  -0.16  2.82
N  -0.81  -0.97  1.92
N  -1.87  0.24  -1.23
C  3.09  2.72  0.93
C  -0.45  1.34  -5.44
C  -3.19  -0.09  -1.52
C  -5.58  -0.29  -1.92
C  -0.99  0.11  3.85
C  2.41  2.91  3.42
C  -3.05  -1.97  1.63
C  -1.37  1.93  -3.30
C  -2.20  -0.51  3.60
C  2.57  -3.16  1.42
C  -1.53  1.96  -6.08
C  3.46  -1.52  4.60
C  -4.88  -1.44  -1.95
C  -0.61  0.95  5.02
C  -2.42  2.59  -3.93
C  2.58  -4.17  0.32
C  2.87  1.72  -0.03
C  3.27  1.70  -1.47
C  -2.50  2.61  -5.31
C  -2.04  -1.16  2.37
C  -0.38  1.32  -4.06
C  2.96  -2.03  3.28
C  3.31  -3.19  2.62
C  2.49  2.26  2.08
B  1.40  -0.01  2.83
H  4.00  -3.94  2.94
H  0.31  0.84  -6.02
H  -3.89  -1.34  1.32
H  3.38  -4.88  0.49
H  3.94  -0.54  4.50
H  -3.43  -2.76  2.27
H  2.87  2.58  -1.98
H  1.71  0.35  3.92
H  -6.64  -0.14  -2.08
H  -5.29  -2.42  -2.15
H  -0.25  1.94  4.71
H  2.90  3.88  3.38
H  4.19  -2.22  5.00
H  4.35  1.71  -1.57
H  -2.54  2.09  -7.83
H  -1.48  1.09  5.66
H  0.46  0.82  -3.59
H  0.19  0.49  5.61
H  2.89  2.31  4.19
H  2.73  -3.69  -0.65
H  -1.14  1.19  -7.92
H  3.61  3.65  0.79
H  1.63  -4.71  0.25
H  2.65  -1.41  5.32
H  -3.09  -0.47  4.21
H  -2.63  -2.42  0.73
H  -3.32  3.11  -5.80
H  -3.18  3.08  -3.34
H  2.88  0.81  -1.97
H  1.38  3.07  3.72

Properties
Spin multiplicity = 2
LUMO level (alpha / beta) = 2.3 / 1.5 eV
Total charge = -1
Highest occupied orbital energy (alpha / beta) = -0.1513 / -0.1846 Eh
DFT total energy = -105141.3677 eV
Gap between HOMO and LUMO (alpha / beta) = 6.4 / 6.5 eV
Energy relative to the best compared isomer or geometry (same formula, charge and spin) = 10.9 kcal/mol

[2]
Here is a structure of composition C24H30CeN4S3 at a distorted geometry from the Open Molecules 2025 dataset. Energies are from ωB97M-V/def2-TZVPD.

Element x y z (Å)
Ce  -0.09  -0.21  -0.47
S  1.55  -0.65  -2.80
S  0.03  -3.15  -1.13
S  2.28  -1.29  0.53
N  -1.74  1.27  -0.86
N  1.22  1.85  -0.36
N  -1.62  -1.39  1.29
N  -0.61  1.03  1.69
C  -2.29  2.01  0.09
C  2.60  3.66  -1.36
C  3.21  -0.77  -2.04
C  -2.55  2.72  -2.55
C  -3.09  3.53  -1.52
C  -2.53  -2.26  0.88
C  0.39  2.08  1.97
C  3.42  -1.78  -0.91
C  -2.44  -1.58  3.54
C  -3.39  -2.52  3.08
C  1.10  2.65  0.76
C  -2.98  3.17  -0.18
C  1.12  -2.25  -3.55
C  -3.40  -2.90  1.72
C  1.65  3.91  0.85
C  2.46  4.43  -0.21
C  -1.62  -0.96  2.62
C  -1.95  1.69  1.51
C  1.50  -2.78  1.27
C  0.99  -3.81  0.28
C  -1.89  1.58  -2.19
C  1.89  2.42  -1.41
C  -0.68  0.15  2.88
C  0.97  -3.48  -2.66
H  -2.56  2.92  -3.63
H  3.14  -2.79  -1.10
H  0.35  -0.25  3.10
H  3.01  5.37  -0.12
H  4.05  -1.01  -2.81
H  -3.34  3.87  0.58
H  3.49  0.26  -1.80
H  1.94  -2.46  -4.23
H  -4.12  -3.65  1.25
H  2.27  -3.12  1.90
H  1.78  -4.40  -0.19
H  1.54  4.45  1.83
H  0.47  -4.39  -3.08
H  -1.49  0.88  -2.89
H  -2.33  -1.48  4.60
H  4.44  -1.71  -0.49
H  0.31  -4.48  0.83
H  3.25  3.92  -2.18
H  -1.00  0.70  3.67
H  0.25  -2.01  -4.12
H  1.23  1.74  2.68
H  -2.02  2.55  2.17
H  0.78  -2.42  1.97
H  1.99  1.94  -2.32
H  -4.15  -2.99  3.69
H  1.96  -3.87  -2.34
H  -2.53  -2.43  -0.20
H  -0.06  2.97  2.45
H  -2.74  1.02  1.84
H  -3.42  4.50  -1.79

Properties
Spin multiplicity = 1
LUMO level (alpha / beta) = -14.5 / -14.5 eV
Total charge = +4
Highest occupied orbital energy (alpha / beta) = -0.7724 / -0.7724 Eh
DFT total energy = -76730.3289 eV
Gap between HOMO and LUMO (alpha / beta) = 6.5 / 6.5 eV

[3]
Here is a cluster of 6 separate species, C24H30Cl2F24O5 in total at a distorted geometry from the Open Molecules 2025 dataset. Energies are from ωB97M-V/def2-TZVPD.

Element x y z (Å)
Cl  -2.69  8.28  9.38
Cl  -5.46  7.53  9.54
F  -6.03  15.49  3.23
F  -5.02  17.24  4.16
F  3.69  11.42  8.59
F  2.88  9.73  2.06
F  0.07  9.77  2.35
F  -4.62  14.84  5.51
F  3.00  5.22  5.83
F  2.48  9.00  8.88
F  -5.95  14.94  0.47
F  2.91  12.12  5.95
F  0.90  6.98  5.39
F  2.84  7.63  7.24
F  4.20  13.54  7.05
F  -2.76  16.16  -0.37
F  4.45  6.10  8.79
F  0.95  11.81  2.61
F  5.78  11.41  7.89
F  -3.52  14.04  3.77
F  -3.53  14.16  0.08
F  4.45  7.57  10.40
F  3.84  5.75  3.84
F  3.06  10.68  3.98
F  0.98  5.35  3.96
F  -5.73  16.63  -0.90
O  -0.43  11.55  5.50
O  -4.16  16.34  2.34
O  -0.67  15.57  4.01
O  2.22  8.71  3.95
O  4.30  9.98  7.02
C  -3.97  15.15  4.37
C  0.88  10.56  3.15
C  3.42  8.17  8.36
C  0.33  10.64  6.27
C  -5.12  15.92  0.10
C  3.03  6.14  4.85
C  -1.84  11.39  5.74
C  -0.60  9.43  6.35
C  -4.86  16.07  3.53
C  -4.05  7.59  8.47
C  0.07  14.45  3.54
C  -3.82  15.35  -0.53
C  -4.88  16.88  1.26
C  -0.49  16.02  1.81
C  -1.97  10.06  6.51
C  2.25  9.90  3.24
C  -0.43  16.69  3.17
C  4.16  12.31  6.48
C  4.66  8.91  7.90
C  1.62  6.49  4.35
C  4.49  11.24  7.53
C  1.68  7.57  3.28
C  3.72  7.08  9.38
C  0.26  14.73  2.01
H  -5.87  17.21  1.59
H  5.36  8.29  7.33
H  5.26  9.33  8.71
H  -2.22  10.20  7.56
H  4.82  12.32  5.61
H  2.30  7.29  2.43
H  -2.33  11.49  4.77
H  3.46  7.07  5.24
H  1.29  10.38  5.84
H  1.34  14.80  1.88
H  -1.55  15.90  1.64
H  -1.25  17.42  3.25
H  0.56  11.13  7.22
H  -0.45  8.67  7.12
H  -4.24  8.22  7.62
H  -3.83  6.56  8.21
H  -3.92  15.11  -1.59
H  -2.21  12.23  6.33
H  1.03  14.38  4.06
H  -0.03  16.63  1.02
H  0.34  10.66  4.10
H  2.82  6.61  9.77
H  -4.38  17.78  0.89
H  -0.01  13.92  1.32
H  -0.55  8.89  5.40
H  0.66  7.72  2.92
H  -0.40  13.49  3.73
H  -2.74  9.40  6.11
H  0.45  17.29  3.43
H  -3.07  15.76  4.56

Properties
Spin multiplicity = 1
LUMO level = 0.6 eV
Total charge = 0
Highest occupied orbital energy = -0.3504 Eh
DFT total energy = -125875.7024 eV
Gap between HOMO and LUMO = 10.1 eV
SMILES string = FC(F)C(F)(F)COC(F)(F)C(F)F.FC(F)C(F)(F)COC(F)(F)C(F)F.FC(F)C(F)(F)COC(F)(F)C(F)F.C1CCOC1.C1CCOC1.ClCCl

Q: Which of these has the highest total charge?
A: C24H30CeN4S3

Q: Look up the total charge of the first one.
A: -1